Below is a molecular structure, C42H87F9N4O8 at a distorted geometry, with properties calculated with the ωB97M-V functional and the def2-TZVPD basis.

Structure (XYZ):
```
150
Properties=species:S:1:pos:R:3:forces:R:3
C -0.1666 -3.4908 4.4849 -0.4 1.3 0.9
C 1.3057 -3.3649 4.6300 1.1 -2.0 -0.8
N 1.8298 -2.3538 5.5145 -1.1 1.4 0.3
C 1.2686 -0.9612 5.3592 1.4 -1.4 1.3
C 1.8280 -0.2463 4.1020 3.9 1.7 4.7
C 1.9859 -2.8218 6.8956 1.7 -0.6 -0.5
C 3.5069 -2.8920 7.1097 -0.2 0.2 1.3
H -0.4676 -2.5700 3.9852 -0.7 -1.5 1.1
H -0.6145 -3.4155 5.4758 1.7 -1.1 -0.4
H -0.6924 -4.2906 3.9635 1.0 -0.5 -0.1
H 1.6201 -4.3522 4.9682 0.7 0.1 0.3
H 1.8312 -3.2900 3.6781 -0.1 0.2 -0.4
H 0.1884 -1.0280 5.4886 -0.3 0.4 -0.4
H 1.5444 -0.4858 6.3005 0.4 0.5 -0.2
H 1.6436 -0.9274 3.2712 9.3 -0.3 8.8
H 1.3301 0.7129 3.9596 -0.2 -0.1 -0.4
H 2.8954 -0.0505 4.2037 0.2 0.2 0.6
H 1.5650 -3.8212 7.0059 -0.2 0.0 0.0
H 1.6148 -2.2219 7.7266 -0.6 0.4 -0.4
H 3.8680 -1.8637 7.0952 0.3 0.0 -0.4
H 4.0737 -3.5331 6.4346 -0.3 0.2 -0.2
H 3.7133 -3.2251 8.1268 0.1 -0.2 0.2
C 1.1873 -1.7252 -0.9860 -3.5 -8.0 1.1
C -0.1264 -1.6455 -0.1892 1.2 -0.8 -1.1
N -0.1783 -0.2744 0.4081 -12.1 -7.3 -1.1
C -0.7234 -0.3728 1.8273 1.0 -2.3 1.0
C 0.1784 -1.2457 2.8498 -4.3 0.1 -3.7
C -1.0897 0.5341 -0.4434 5.0 -2.6 4.7
C -1.1093 2.0470 -0.1060 -2.8 -10.6 -2.4
H 2.1030 -1.7419 -0.3949 -2.7 -0.9 1.2
H 1.2854 -1.0075 -1.8005 -2.2 -3.7 -0.6
H 1.3829 -2.7046 -1.4225 -1.5 -0.6 0.4
H -0.7901 -2.0699 -0.9426 -1.1 1.3 0.2
H -0.2035 -2.4625 0.5282 1.1 0.4 0.4
H -0.7769 0.6032 2.3096 -0.4 0.1 -0.4
H -1.6710 -0.9108 1.8013 1.6 1.2 0.4
H 0.1763 -2.3225 2.6806 -0.1 0.6 -0.9
H 1.1935 -0.8525 2.7949 -10.0 -0.4 -8.7
H -0.0254 -1.0407 3.9008 -1.2 0.0 -1.4
H -2.0775 0.0980 -0.5922 1.7 -0.7 3.0
H -0.6675 0.5199 -1.4483 2.0 -1.8 3.3
H -1.1678 2.2311 0.9667 -0.8 -1.6 0.4
H -1.9100 2.5098 -0.6829 -0.1 0.0 0.7
H -0.1535 2.4821 -0.3980 -0.9 -4.5 -2.2
C 0.3431 6.8346 -0.1238 0.6 -0.1 0.9
C -0.4734 5.9119 -1.0680 1.1 0.3 1.8
N 0.0749 4.5486 -1.0376 1.0 1.7 -1.3
C -0.2993 3.8351 -2.2737 0.6 1.4 4.0
C 0.4911 4.3629 -3.4244 4.5 3.3 0.5
C -0.1402 3.8652 0.2039 2.4 6.1 1.7
C 1.1522 3.0957 0.5523 -2.8 7.5 1.1
H 1.3562 7.0656 -0.4531 0.0 -0.3 -0.7
H 0.5436 6.3624 0.8379 -0.3 -0.3 0.1
H -0.0299 7.8179 0.1623 -0.8 0.0 -0.4
H -1.4715 5.7550 -0.6590 -0.7 1.0 -0.4
H -0.4028 6.4325 -2.0230 -0.6 -0.7 -0.2
H -0.1590 2.7702 -2.0881 -0.1 3.5 1.0
H -1.3874 3.8739 -2.3251 -0.1 0.7 -0.4
H 1.5516 4.5088 -3.2189 0.4 -0.3 0.9
H 0.4427 3.8859 -4.4033 2.8 1.5 0.9
H 0.2325 5.3961 -3.6563 -0.4 0.0 0.0
H -0.8978 3.0835 0.1481 0.8 11.1 2.4
H -0.3619 4.4999 1.0619 0.2 0.9 -0.1
H 0.8250 2.5993 1.4658 1.3 2.0 0.5
H 1.9236 3.7790 0.9074 -1.9 1.2 -0.9
H 1.5164 2.5169 -0.2965 -0.5 1.2 -0.2
C -3.4299 -0.6066 -1.2791 -3.0 0.4 -0.4
C -3.7990 -1.3208 -2.5214 1.0 -1.1 -0.1
N -3.9414 -2.7600 -2.3750 1.8 -0.9 -0.9
C -5.0138 -3.2917 -1.5785 0.4 -0.3 0.5
C -6.3206 -2.6030 -1.8117 -0.3 -0.1 -1.1
C -2.6730 -3.4821 -1.9789 -1.1 0.5 0.2
C -1.4183 -3.4088 -2.7988 -0.8 0.5 -1.2
H -2.6206 -1.0622 -0.7084 -0.7 -0.8 -1.4
H -4.2826 -0.5395 -0.6034 -0.6 0.7 -1.4
H -3.1510 0.4193 -1.5194 -2.2 -0.9 0.6
H -4.6452 -0.8664 -3.0367 0.1 -0.1 -0.1
H -2.8763 -1.1898 -3.0868 -0.3 -0.3 -1.0
H -4.7099 -3.3064 -0.5318 -0.3 0.1 0.6
H -5.0757 -4.3411 -1.8669 -0.3 -0.1 0.1
H -6.3413 -1.5444 -1.5531 -0.1 -0.1 0.4
H -7.1788 -3.1574 -1.4317 0.1 0.2 0.4
H -6.4288 -2.6345 -2.8959 -0.3 0.2 -0.2
H -2.3919 -3.2265 -0.9573 -0.3 -0.1 0.2
H -2.8391 -4.5592 -1.9953 -0.9 0.1 0.3
H -0.9012 -4.3236 -2.5096 0.8 0.5 -0.3
H -1.7344 -3.4726 -3.8401 0.3 -0.3 -0.3
H -0.8417 -2.4861 -2.7326 0.2 -0.3 0.2
C -3.4206 -1.5043 1.1921 -1.9 -0.7 3.2
C -2.6115 -2.7868 1.4208 -1.0 0.3 -2.2
O -2.3643 -3.0220 2.8262 0.1 0.3 -0.1
C -3.3151 -3.5097 3.5947 -3.8 -1.0 -1.5
O -4.3926 -3.9966 3.1838 3.5 1.4 1.6
C -3.1152 -3.3273 5.1569 -0.4 -0.6 -0.5
F -4.1822 -2.6513 5.6105 0.2 -0.4 0.0
F -3.0366 -4.5317 5.7409 -0.6 0.0 -0.2
F -2.0312 -2.6904 5.5555 -2.6 2.0 0.5
H -4.3554 -1.6334 1.7377 -0.3 -0.2 0.4
H -3.8051 -1.1329 0.2422 1.1 -2.2 2.5
H -2.9297 -0.6766 1.7039 -1.2 0.0 -0.3
H -1.6986 -2.7207 0.8290 0.2 0.0 1.5
H -3.0724 -3.5935 0.8507 -0.6 -0.5 1.1
C 4.0616 4.6015 0.4727 -1.5 2.3 0.1
C 4.2615 3.1871 0.7172 2.0 -1.5 0.9
O 3.0110 2.4610 0.8405 4.8 -4.5 0.4
C 3.0155 1.0995 0.7498 1.9 0.1 -0.3
O 4.0037 0.3965 0.7129 -2.7 1.1 3.5
C 1.6403 0.3967 0.4702 -0.6 1.5 0.8
F 1.5342 0.0443 -0.8205 2.1 10.9 4.9
F 1.4949 -0.6975 1.1863 7.6 0.1 1.1
F 0.6569 1.2518 0.7699 5.1 -1.2 2.7
H 3.5338 4.8031 -0.4594 0.1 0.0 -0.1
H 4.9832 5.1832 0.4934 0.2 -0.4 -0.1
H 3.4480 5.0239 1.2684 -0.1 0.3 0.0
H 4.7884 3.0788 1.6652 0.1 -0.3 0.1
H 4.9430 2.8387 -0.0589 -0.6 -0.5 0.3
C -1.8309 1.1418 -2.3157 -2.5 3.3 -7.6
C -0.4044 1.1332 -3.0203 -3.8 -1.0 5.2
O -0.3185 1.2714 -4.3483 -2.6 1.5 -4.1
C -0.8187 2.4224 -4.8273 -1.6 0.7 0.1
O -0.9325 3.4578 -4.1897 -7.0 -6.3 -5.9
C -1.2254 2.3387 -6.3138 0.0 -1.0 0.0
F -2.4448 2.8754 -6.4386 0.0 -0.4 0.0
F -0.4323 2.9681 -7.1451 1.0 1.3 -0.3
F -1.2017 1.0693 -6.7633 -0.7 0.0 0.5
H -1.9310 0.8609 -1.2673 -2.3 3.2 -4.7
H -2.5097 0.3937 -2.7252 1.3 0.9 -1.9
H -2.3058 2.1171 -2.4226 -0.4 0.0 -0.8
H -0.0075 0.1602 -2.7310 -0.8 0.4 -0.3
H 0.1436 1.9372 -2.5288 1.2 -3.1 -1.2
C 3.5389 -1.2018 -1.2408 4.3 0.0 -0.9
C 4.1421 0.0906 -1.7990 -0.1 -0.9 2.6
O 3.4124 0.6078 -2.6085 10.6 2.9 4.7
C 5.2749 0.8653 -1.1952 0.8 -0.4 -0.8
H 2.4580 -1.2051 -1.3809 4.6 0.2 -2.0
H 3.6693 -1.3314 -0.1664 0.6 0.1 -0.3
H 3.9828 -2.0980 -1.6743 -0.1 0.0 -0.4
H 5.0985 1.9076 -1.4606 0.7 -0.3 -0.8
H 6.1724 0.3666 -1.5613 0.4 0.6 -0.2
H 5.2636 0.8449 -0.1055 1.1 -0.3 -1.2
C 1.7984 0.1167 -3.3822 -2.8 -1.9 -3.7
C 2.0943 -1.2966 -3.8591 -2.9 -0.2 -0.1
O 2.0101 -2.2697 -3.1079 1.8 0.3 -3.6
C 2.0518 -1.5040 -5.3730 0.7 0.4 0.8
H 2.6759 0.6914 -3.6787 -2.8 0.3 -3.5
H 1.8644 0.2126 -2.2984 -1.4 0.3 -2.9
H 0.8920 0.5957 -3.7524 3.6 -2.6 -1.4
H 2.3795 -0.5979 -5.8825 0.0 -0.1 -0.2
H 0.9931 -1.6704 -5.5716 0.1 -0.2 -0.3
H 2.6790 -2.3564 -5.6342 -0.3 0.0 -0.2
```
Forces are in eV/Å.

Its frontier orbital gap is 7.24 eV. The calculation puts the HOMO energy at -0.2556 Eh. The total energy is -3369.83319 Ha. The net charge is 0. The max |F| is 14.1 eV/A. Its LUMO energy is 0.29 eV.

Results of the Mulliken charge analysis, in e, for atoms 1 through 99: -1.4475 -1.2969 0.5219 -1.0130 -0.8509 -0.8822 -1.2896 0.9257 0.6270 0.5005 0.6434 0.3022 0.6606 0.6905 -0.3430 0.3180 0.5787 0.4491 0.5705 0.2556 0.2725 0.4788 -2.1552 -0.1739 0.5513 0.6347 -1.7843 1.7536 -0.4626 0.7549 -1.0292 0.7173 -0.4680 0.9934 0.6458 -1.4245 0.2016 0.3830 1.1464 0.0303 0.1129 0.9177 0.5232 -1.3072 -1.3205 -0.3883 1.1571 0.0426 -1.4751 -0.6830 -0.7721 0.3145 0.2695 0.4210 0.3479 0.3306 0.2719 0.2792 0.3842 0.3423 0.3797 -1.0545 0.8401 0.0659 0.0157 -0.0985 -0.9392 -1.2256 0.1527 0.0551 -1.5349 -1.0004 -1.2321 -0.1706 0.5198 1.3478 0.3003 0.7312 -0.0911 0.5453 0.2767 0.4317 0.3744 0.7093 0.8599 0.4510 0.3713 -0.2136 -0.6211 -1.0438 0.0421 0.6140 -0.6083 0.7854 -0.2869 -0.2924 -0.1668 0.5072 -0.4172